{"formula": "C15H13FN2O4S", "method": "ωB97M-V/def2-TZVPD", "e_tot_ha": -1487.90783, "smiles": "C=CCNC(=O)c1onc(CSc2ccc(F)cc2)c1C(=O)O", "lumo_energy_ha": -0.017, "relative_energy_kj_mol": 42.0, "symbols": ["C", "C", "C", "N", "C", "O", "C", "O", "N", "C", "C", "S", "C", "C", "C", "C", "F", "C", "C", "C", "C", "O", "O", "H", "H", "H", "H", "H", "H", "H", "H", "H", "H", "H", "H", "H"], "positions_angstrom": [[1.12359, -2.71334, 5.23895], [0.53654, -2.84272, 4.06489], [1.22371, -2.60327, 2.75413], [0.47635, -1.66695, 1.93887], [-0.01994, -1.98185, 0.73926], [0.13462, -3.07184, 0.19774], [-0.77132, -0.88998, 0.08283], [-0.85839, 0.29285, 0.72287], [-1.54879, 1.16627, -0.03919], [-1.90025, 0.55349, -1.13930], [-2.57279, 1.27199, -2.23373], [-1.29867, 1.70668, -3.49074], [-0.02449, 2.41330, -2.47625], [-0.30934, 3.29189, -1.43851], [0.71698, 3.79323, -0.65956], [2.01825, 3.42136, -0.94381], [3.01995, 3.90179, -0.17639], [2.32425, 2.56904, -1.99060], [1.29170, 2.06044, -2.75456], [-1.42871, -0.80124, -1.12742], [-1.71586, -1.80423, -2.20050], [-2.45792, -1.52458, -3.10664], [-1.14536, -2.98585, -2.09899], [0.60258, -2.90939, 6.15960], [2.15665, -2.41927, 5.32731], [-0.50031, -3.14091, 3.98954], [2.23499, -2.21815, 2.91684], [1.28257, -3.53439, 2.18128], [0.29696, -0.74945, 2.32044], [-3.25949, 0.62177, -2.77249], [-3.06476, 2.17417, -1.87749], [-1.32452, 3.58608, -1.23085], [0.51579, 4.46755, 0.15727], [3.35102, 2.30589, -2.18914], [1.49603, 1.38483, -3.57050], [-0.60161, -3.12520, -1.27517]]}



{"formula": "C15H13InNO5", "method": "ωB97M-V/def2-TZVPD", "e_tot_ha": -1199.46104, "total_charge": 3, "lumo_energy_ha": [-0.424, -0.495], "symbols": ["In", "O", "C", "O", "C", "C", "C", "C", "C", "N", "C", "O", "O", "H", "H", "H", "H", "H", "C", "C", "O", "C", "C", "C", "C", "C", "C", "H", "H", "H", "H", "H", "H", "H", "H"], "positions_angstrom": [[1.23625, -1.21906, -0.54736], [3.16102, 1.63313, -3.16772], [2.66270, 0.92180, -2.21168], [1.63636, 0.24578, -2.29044], [3.43922, 0.97831, -0.93008], [4.57798, 1.73475, -0.70491], [5.14905, 1.67630, 0.56149], [4.56893, 0.88747, 1.55158], [3.43069, 0.16389, 1.23455], [2.90220, 0.21912, 0.01575], [2.62473, -0.72577, 2.14732], [2.95285, -0.92155, 3.38100], [1.61197, -1.26937, 1.70452], [2.64854, 1.57196, -3.99587], [5.00209, 2.34631, -1.48964], [6.04197, 2.24743, 0.78055], [5.01637, 0.85774, 2.53681], [3.76032, -0.47844, 3.68513], [-1.80963, -1.98021, 1.37043], [-1.91980, -1.02623, 0.23747], [-0.93561, -0.57640, -0.36406], [-3.27446, -0.57695, -0.21958], [-3.39797, 0.25287, -1.34917], [-4.67879, 0.69524, -1.82596], [-5.82775, 0.32044, -1.17574], [-5.71903, -0.50112, -0.05200], [-4.42878, -0.95427, 0.42607], [-0.77488, -2.25503, 1.55798], [-2.39972, -2.87950, 1.17917], [-2.21130, -1.51646, 2.27684], [-2.50594, 0.56609, -1.87734], [-4.71877, 1.32623, -2.70501], [-6.80041, 0.64534, -1.52053], [-6.60877, -0.81744, 0.48019], [-4.41164, -1.59241, 1.30026]]}



{"formula": "C15H13N4O", "method": "ωB97M-V/def2-TZVPD", "e_tot_ha": -873.67111, "total_charge": -1, "lumo_energy_ha": 0.098, "symbols": ["C", "O", "C", "C", "C", "C", "C", "C", "C", "N", "C", "N", "C", "C", "H", "H", "H", "H", "H", "H", "H", "H", "C", "C", "C", "N", "C", "N", "H", "H", "H", "H", "H"], "positions_angstrom": [[-5.02123, 1.05223, 1.51324], [-4.32684, -0.11558, 2.03392], [-2.99316, -0.22453, 1.73670], [-2.29665, -1.40032, 2.10281], [-0.95309, -1.57246, 1.74561], [-0.26728, -0.64918, 0.91397], [1.20494, -0.77097, 0.44509], [2.07995, 0.21873, 1.09811], [3.46427, -0.06633, 1.09317], [4.58240, -0.40132, 0.98158], [1.72228, 1.28532, 1.94858], [1.46324, 2.21534, 2.62649], [-0.91115, 0.57059, 0.75540], [-2.25887, 0.76847, 1.06751], [-6.05536, 0.92078, 1.83125], [-4.60676, 1.97989, 1.94186], [-4.96430, 1.09456, 0.41189], [-2.86597, -2.15677, 2.65077], [-0.45469, -2.45149, 2.14810], [1.53842, -1.77170, 0.77162], [-0.35800, 1.41642, 0.37073], [-2.74608, 1.70056, 0.77252], [3.07714, 0.56647, -4.09911], [2.36706, -0.09082, -3.00088], [2.45114, 0.17148, -1.61324], [1.47727, -0.61845, -0.99413], [0.96727, -1.43009, -1.99752], [1.46917, -1.07764, -3.19279], [3.72607, 1.37718, -3.75529], [3.69710, -0.14404, -4.65333], [2.36923, 0.99435, -4.81539], [3.14312, 0.83654, -1.10152], [0.27936, -2.22724, -1.73773]]}



{"formula": "C15H14BrNO6S2", "method": "ωB97M-V/def2-TZVPD", "e_tot_ha": -4456.59158, "smiles": "COC(=O)c1sc(S(=O)(=O)Nc2ccc(Br)cc2)c(C(=O)OC)c1C", "lumo_energy_ha": -0.024, "symbols": ["C", "O", "C", "O", "C", "S", "C", "S", "O", "O", "N", "C", "C", "C", "C", "Br", "C", "C", "C", "C", "O", "O", "C", "C", "C", "H", "H", "H", "H", "H", "H", "H", "H", "H", "H", "H", "H", "H", "H"], "positions_angstrom": [[0.95573, 4.84046, 1.19732], [0.70372, 3.64154, 0.47330], [-0.36997, 2.94812, 0.86002], [-1.11197, 3.28869, 1.74903], [-0.56605, 1.70759, 0.10131], [-2.00077, 0.81549, 0.49486], [-1.56632, -0.40633, -0.62343], [-2.32325, -2.01865, -0.50583], [-1.57787, -2.92497, -1.31557], [-3.73853, -1.94727, -0.65244], [-2.04312, -2.36357, 1.11704], [-0.82763, -1.95226, 1.66999], [0.35293, -2.20659, 0.97555], [1.55185, -1.69727, 1.43382], [1.56930, -0.94959, 2.59947], [3.20096, -0.17849, 3.19051], [0.41492, -0.73728, 3.33344], [-0.78542, -1.23552, 2.86358], [-0.38197, -0.14219, -1.25826], [0.18207, -1.08201, -2.27263], [1.27507, -1.57886, -2.19635], [-0.67619, -1.24331, -3.26834], [-0.35797, -2.24102, -4.23361], [0.21309, 1.07845, -0.84525], [1.51465, 1.56885, -1.37133], [0.08208, 5.49362, 1.16405], [1.18429, 4.61105, 2.23963], [1.80769, 5.31038, 0.71377], [-2.85759, -2.16594, 1.68013], [0.31854, -2.78440, 0.06726], [2.45864, -1.87082, 0.87642], [0.44627, -0.16765, 4.24917], [-1.69579, -1.05201, 3.41426], [-0.64612, -3.21423, -3.83309], [-0.93652, -2.00549, -5.12305], [0.71235, -2.23315, -4.44788], [2.05943, 0.74749, -1.82842], [2.10854, 2.00152, -0.57090], [1.35091, 2.34560, -2.11752]]}